Entry from the OMol25 dataset: one molecule with the formula C21H23FN2O2 (wB97M-V/def2-TZVPD).

Last column: Mulliken charge in e.
CARTESIAN COORDINATES (ANGSTROEM)
C 3.819 1.796 1.691  -1.628
C 3.700 0.868 0.522  0.726
C 3.847 1.323 -0.782  -0.639
C 3.700 0.453 -1.848  -0.597
C 3.386 -0.876 -1.623  -0.732
C 3.238 -1.351 -0.326  0.862
C 2.843 -2.782 -0.073  -1.171
C 1.491 -2.855 0.652  -0.810
N 0.496 -2.025 0.010  0.004
C 0.094 -0.851 0.541  -0.109
O 0.385 -0.483 1.657  -0.635
C -0.816 -0.037 -0.394  -0.047
C -0.022 0.603 -1.548  -0.543
C 0.316 1.995 -1.020  0.012
C -0.760 2.275 0.017  0.435
O -1.043 3.344 0.507  -0.697
N -1.369 1.101 0.296  0.241
C -2.370 0.948 1.324  -1.344
C -3.655 0.420 0.743  0.284
C -4.183 -0.797 1.152  -0.314
C -5.350 -1.286 0.590  -0.618
C -5.975 -0.542 -0.393  0.371
F -7.110 -1.015 -0.951  -0.329
C -5.469 0.672 -0.824  -0.674
C -4.306 1.147 -0.248  -0.120
C 3.409 -0.473 0.733  -0.124
H 2.869 1.837 2.224  0.314
H 4.576 1.440 2.387  0.433
H 4.082 2.801 1.370  0.349
H 4.078 2.363 -0.966  0.366
H 3.818 0.814 -2.859  0.370
H 3.261 -1.549 -2.461  0.371
H 3.593 -3.280 0.545  0.345
H 2.778 -3.317 -1.023  0.390
H 1.136 -3.890 0.685  0.419
H 1.583 -2.478 1.672  0.354
H 0.279 -2.229 -0.953  0.312
H -1.623 -0.689 -0.753  0.507
H 0.870 0.033 -1.803  0.106
H -0.658 0.676 -2.433  0.416
H 0.328 2.763 -1.790  0.440
H 1.282 2.001 -0.512  -0.288
H -2.520 1.948 1.745  0.474
H -1.993 0.284 2.108  0.412
H -3.681 -1.367 1.919  0.378
H -5.774 -2.227 0.902  0.425
H -5.986 1.226 -1.591  0.435
H -3.893 2.093 -0.564  0.455
H 3.298 -0.828 1.747  0.415

Values from the calculation:
charge = 0
energy above the lowest of the compared OMol25 structures with the same formula, charge and spin = 0.049 eV

Entry from the OMol25 dataset: a 2-piece molecular cluster, C21H23N2O4 overall in a non-equilibrium geometry (wB97M-V/def2-TZVPD).

Last column: Mulliken charge in e.
CARTESIAN COORDINATES (ANGSTROEM)
C 3.702 -1.328 3.036  -1.306
C 2.431 -1.723 2.330  0.124
O 1.318 -1.001 2.947  -0.355
C 0.101 -1.580 2.780  0.768
C -0.970 -0.660 3.091  -0.474
N -2.190 -1.183 3.211  0.829
N -3.327 -1.311 3.342  -0.689
O -0.071 -2.724 2.360  -0.651
H 4.554 -1.569 2.398  0.382
H 3.722 -0.262 3.275  0.319
H 3.801 -1.904 3.961  0.331
H 2.462 -1.433 1.272  0.050
H 2.246 -2.800 2.405  0.358
H -0.729 0.277 3.603  0.468
C 4.679 -0.204 -5.176  -0.816
O 4.485 -1.337 -4.303  -0.415
C 3.474 -1.292 -3.398  0.905
C 3.260 -2.470 -2.636  -0.732
C 2.203 -2.540 -1.766  -0.455
C 1.337 -1.430 -1.563  0.521
C 0.272 -1.509 -0.618  -0.513
C -0.510 -0.427 -0.228  -0.157
C -1.685 -0.592 0.512  -0.366
C -2.621 0.480 0.670  0.454
C -4.008 0.248 0.857  -0.149
C -4.905 1.287 0.862  -0.842
C -4.447 2.624 0.745  0.936
O -5.400 3.590 0.788  -0.421
C -4.996 4.973 0.714  -0.824
C -3.060 2.885 0.602  -0.802
C -2.172 1.822 0.604  -0.483
C 1.575 -0.251 -2.322  -0.710
C 2.633 -0.166 -3.208  -0.577
H 5.516 -0.501 -5.807  0.246
H 3.789 -0.012 -5.793  0.362
H 4.936 0.699 -4.606  0.341
H 3.940 -3.305 -2.782  0.447
H 2.009 -3.453 -1.200  0.411
H 0.050 -2.487 -0.187  0.391
H -0.190 0.579 -0.520  -0.061
H -2.024 -1.617 0.668  0.622
H -4.364 -0.775 0.969  0.494
H -5.976 1.120 0.959  0.436
H -5.933 5.522 0.809  0.251
H -4.315 5.239 1.535  0.352
H -4.521 5.199 -0.251  0.346
H -2.698 3.910 0.491  0.393
H -1.103 2.034 0.553  0.487
H 0.909 0.605 -2.214  0.393
H 2.809 0.752 -3.773  0.383

Values from the calculation:
charge = +1

no.,energy (hartree),orbital gap (eV)
1,-1173.9519,9.54
2,-1224.1595,6.17